(1)
ORCA calculation (ωB97M-V/def2-TZVPD) on a 2-piece molecular cluster, C5H18O2P overall.

Values from the calculation:
Spin multiplicity: 1
HOMO level (eV): -2.7
Max |F| (eV Å⁻¹): 0.7
Relative energy (zero: lowest compared OMol25 entry of this formula, charge and spin) (kcal per mole): 2.8
Total charge: -1

XYZ file:
```
26
Properties=species:S:1:pos:R:3:lowdin_charge:R:1
C -0.2241 3.8985 -0.3199 -0.121
C -0.7381 2.5224 -0.7885 -0.238
C 0.3904 1.5069 -0.7273 -0.308
O 0.1276 0.3791 -1.5228 -0.223
C 0.3228 -0.8630 -0.8331 -0.456
P 2.1410 -1.4048 -0.5197 0.145
H -0.9979 4.4685 0.1786 0.054
H 0.6122 3.7476 0.3560 0.064
H 0.1555 4.4503 -1.1753 0.062
H -1.5606 2.2294 -0.1360 0.097
H -1.1378 2.5870 -1.7955 0.099
H 1.2989 1.9992 -1.0852 0.106
H 0.5707 1.2433 0.3159 0.117
H -0.1926 -0.8782 0.1365 0.048
H -0.1266 -1.6324 -1.4590 0.050
H 2.6687 -0.0539 -0.7910 -0.083
H 2.2946 -1.7601 -1.9582 -0.085
H 1.5933 -2.7757 -0.2701 -0.086
H 1.9866 -1.1031 0.9342 -0.092
H 3.5186 -1.8634 -0.2390 -0.121
C -2.3918 -2.5867 1.8009 -0.177
O -1.0855 -2.8261 2.3070 -0.131
H -2.4371 -1.5528 1.4703 0.069
H -2.6071 -3.2381 0.9491 0.074
H -3.1368 -2.7473 2.5891 0.066
H -1.0449 -3.7467 2.5830 0.068
```

---

(2)
ORCA calculation (ωB97M-V/def2-TZVPD) on C29H23IrN3O9S as an isolated structure at a distorted geometry.

Values from the calculation:
Spin multiplicity: 5
HOMO level (spin up / spin down) (eV): -10.6 / -11.1
Max |F| (eV Å⁻¹): 1.4
Total charge: +1

XYZ file:
```
66
Properties=species:S:1:pos:R:3:mulliken_spin:R:1
Ir -0.3845 -1.3045 1.0592 2.440
O -1.3727 2.2182 3.5515 0.005
C -1.0510 1.0900 2.9487 0.018
O -1.1585 0.9277 1.7412 0.098
C -0.5697 0.0187 3.8408 -0.007
C -0.1926 0.2225 5.1645 0.002
C 0.1935 -0.8716 5.9169 0.007
C 0.1884 -2.1296 5.3202 0.000
C -0.1630 -2.2475 3.9827 0.008
N -0.5340 -1.1871 3.2600 0.037
C -0.2119 -3.5299 3.1944 -0.005
O 0.0721 -4.6594 3.7985 -0.001
O -0.5507 -3.5052 2.0313 0.036
H -1.6973 2.8913 2.9298 -0.001
H -0.2255 1.2200 5.5692 0.000
H 0.4824 -0.7631 6.9513 0.000
H 0.4677 -2.9931 5.9023 0.000
H 0.4076 -4.5557 4.7007 0.002
O 2.9949 -3.4892 2.3108 0.001
S 2.9403 -2.0711 2.4473 0.018
O 2.7253 -1.5799 3.7857 0.000
N 1.7576 -1.4051 1.4909 0.106
C 2.2133 -0.4291 0.7164 -0.002
O 1.4169 0.2434 0.0445 0.087
C 3.6799 -0.2887 0.7458 0.014
C 4.4633 0.5644 -0.0164 0.005
C 5.8426 0.4595 0.0947 0.001
C 6.4200 -0.4767 0.9404 0.000
C 5.6335 -1.3185 1.7233 0.001
C 4.2699 -1.1953 1.6164 0.009
H 3.9955 1.2745 -0.6807 0.000
H 6.4796 1.1010 -0.4943 0.000
H 7.4944 -0.5531 0.9990 0.000
H 6.0706 -2.0563 2.3764 0.000
C -1.8318 4.9361 -0.8743 0.002
C -2.3690 3.7916 -1.6812 -0.067
C -3.6143 3.9207 -2.2910 0.175
C -4.1601 2.8994 -3.0636 -0.051
C -3.4869 1.7126 -3.2127 0.160
C -2.2236 1.5544 -2.6150 0.057
N -1.5541 0.3698 -2.6806 0.385
C -1.7227 -0.6554 -3.5670 0.023
C -2.0304 -0.3985 -4.9170 0.128
C -2.1280 -1.4300 -5.8246 -0.059
C -1.9315 -2.7453 -5.4165 0.140
C -1.6201 -3.0142 -4.0913 -0.051
C -1.4988 -1.9951 -3.1609 0.080
C -1.1553 -2.3761 -1.7345 0.009
O -0.9854 -3.5317 -1.4228 0.040
O -1.0585 -1.3634 -0.9295 0.087
C -1.6388 2.6202 -1.8748 0.095
C -0.2283 2.4642 -1.4205 -0.001
H -2.6412 5.5859 -0.5572 -0.001
H -1.1454 5.5320 -1.4739 -0.003
H -1.2977 4.5964 0.0083 -0.002
H -4.1717 4.8353 -2.1627 0.005
H -5.1258 3.0333 -3.5234 0.001
H -3.9365 0.8754 -3.7242 -0.002
H -1.0309 0.0793 -1.8371 -0.059
H -2.1075 0.6266 -5.2492 0.001
H -2.3471 -1.2164 -6.8594 0.000
H -2.0164 -3.5525 -6.1273 0.004
H -1.4781 -4.0268 -3.7451 0.003
H 0.4111 2.2186 -2.2687 0.003
H -0.1239 1.6576 -0.6921 0.018
H 0.1528 3.3748 -0.9735 0.002
```

---

(3)
ORCA calculation (ωB97M-V/def2-TZVPD) on one molecule with the formula C4H8O3S at a distorted geometry.

Values from the calculation:
Spin multiplicity: 1
HOMO level (eV): -10.4
Max |F| (eV Å⁻¹): 3.4
Relative energy (zero: lowest compared OMol25 entry of this formula, charge and spin) (kcal per mole): 60.8

XYZ file:
```
16
Properties=species:S:1:pos:R:3:lowdin_charge:R:1
C 0.1840 0.8296 -2.1570 -0.090
S 0.4912 1.2586 -0.3730 0.691
O 1.8150 0.7940 -0.1331 -0.323
O 0.1877 2.6610 -0.1103 -0.309
C -0.4481 0.3147 0.7372 -0.653
O -1.7483 0.6644 0.7317 0.032
C -0.1099 -1.1429 0.8617 -0.038
C 0.3492 -0.1232 1.9085 -0.072
H 0.9332 0.1969 -2.5729 0.048
H -0.7948 0.3635 -2.2031 0.053
H 0.0845 1.8815 -2.6152 0.094
H -1.8968 1.5924 0.4841 0.113
H 0.5245 -1.7289 0.2538 0.099
H -0.9336 -1.7196 1.3033 0.120
H -0.0360 -0.0278 2.9427 0.129
H 1.4183 0.0863 1.9968 0.106
```

---

(4)
ORCA calculation (ωB97M-V/def2-TZVPD) on a 2-piece molecular cluster, C9H14 overall at a distorted geometry.

Values from the calculation:
Spin multiplicity: 1
HOMO level (eV): -9.0
Max |F| (eV Å⁻¹): 1.3
Relative energy (zero: lowest compared OMol25 entry of this formula, charge and spin) (kcal per mole): 9.0

XYZ file:
```
23
Properties=species:S:1:pos:R:3:lowdin_charge:R:1
C -0.4962 -2.0606 1.1992 -0.062
C -0.6933 -1.3623 -0.1132 -0.277
C -1.1794 -0.0580 -0.1952 -0.064
C -1.3891 0.5099 -1.4434 -0.091
C -1.3896 -0.2624 -2.5925 -0.093
C -0.9249 -1.5761 -2.5058 -0.089
C -0.6125 -2.1290 -1.2838 -0.058
H 0.5348 -2.3676 1.3964 0.080
H -1.1301 -2.9430 1.2186 0.078
H -0.7221 -1.4781 2.0958 0.075
H -1.3645 0.4290 0.7513 0.098
H -1.7000 1.5386 -1.5263 0.099
H -1.6829 0.1775 -3.5327 0.098
H -0.8823 -2.1509 -3.4166 0.098
H -0.2861 -3.1455 -1.1438 0.108
C 2.4029 1.7215 1.4682 -0.163
C 1.0862 2.4740 1.3397 -0.166
H 3.1824 2.3007 1.9418 0.056
H 2.2809 0.8213 2.0770 0.058
H 2.7291 1.3798 0.4919 0.060
H 0.9062 3.1766 2.1623 0.065
H 1.1008 3.1587 0.4845 0.063
H 0.2298 1.8461 1.1268 0.024
```

---

(5)
ORCA calculation (ωB97M-V/def2-TZVPD) on one molecule with the formula C4H12OP2 at a distorted geometry.

Values from the calculation:
Spin multiplicity: 1
HOMO level (eV): -7.9
Max |F| (eV Å⁻¹): 5.2
Relative energy (zero: lowest compared OMol25 entry of this formula, charge and spin) (kcal per mole): 45.1

XYZ file:
```
19
Properties=species:S:1:pos:R:3:lowdin_charge:R:1
C 1.3788 1.2042 -0.5429 -0.225
C 1.1572 0.7570 0.9567 -0.503
P 0.0343 -0.6776 1.0770 0.691
C -1.3353 -0.2196 -0.1041 -0.522
C -2.1175 1.0375 0.3863 -0.165
P 1.0733 -1.9764 -0.4243 0.698
O 0.4882 -3.5861 -0.7634 -0.433
H 2.3868 1.7904 -0.5206 0.085
H 1.5637 0.3693 -1.3188 0.026
H 0.7475 1.9585 -0.9812 0.043
H 0.7973 1.6323 1.5143 0.060
H 2.2062 0.6347 1.3148 0.075
H -0.9054 -0.0122 -0.9598 -0.029
H -1.9814 -1.0451 -0.2894 0.060
H -1.4984 1.8932 0.8741 0.081
H -2.6615 1.4386 -0.6206 0.113
H -2.9207 0.7353 1.0612 0.046
H 1.9543 -2.4582 0.5289 -0.104
H -0.3674 -3.4758 -1.1883 0.003
```

---

(6)
ORCA calculation (ωB97M-V/def2-TZVPD) on a 2-piece molecular cluster, C5H5FN overall at a distorted geometry.

Values from the calculation:
Spin multiplicity: 1
HOMO level (spin up / spin down) (eV): -16.6 / -16.6
Max |F| (eV Å⁻¹): 5.9
Relative energy (zero: lowest compared OMol25 entry of this formula, charge and spin) (kcal per mole): 208.8
Total charge: +1

XYZ file:
```
12
Properties=species:S:1:pos:R:3:lowdin_charge:R:1
C -1.6946 0.9628 0.1339 0.089
C -0.7715 -0.0614 -1.7409 0.053
C -0.5698 0.2129 -0.3490 -0.111
C -2.4278 0.8839 -0.9652 0.150
C 0.5553 -0.0719 0.4258 0.059
N -1.9812 0.2698 -2.1100 0.231
F -4.4646 1.6089 -0.9397 -0.205
H -1.8889 1.4046 1.1315 0.180
H -0.1212 -0.4792 -2.4117 0.136
H 0.4430 -0.7091 1.2375 0.127
H 0.9172 0.8718 0.9281 0.185
H 1.2463 -0.5010 -0.2468 0.107
```

---

(7)
ORCA calculation (ωB97M-V/def2-TZVPD) on one molecule with the formula C8H12NOPS at a distorted geometry.

Values from the calculation:
Spin multiplicity: 1
HOMO level (eV): -7.5
Max |F| (eV Å⁻¹): 5.4
Relative energy (zero: lowest compared OMol25 entry of this formula, charge and spin) (kcal per mole): 126.6

XYZ file:
```
24
Properties=species:S:1:pos:R:3:lowdin_charge:R:1
C -1.8620 2.5138 -0.6316 -0.079
N -2.2942 1.1329 -1.0250 -0.244
S -2.2572 0.0066 0.2404 0.491
O -2.6850 0.5802 1.5372 -0.442
P -3.4033 -1.7230 -0.3037 0.435
C -0.4314 -0.2398 0.1752 -0.375
C 0.0020 -0.9072 -0.9060 -0.086
C 1.3486 -1.2732 -0.8091 -0.014
C 2.2325 -0.7977 0.1555 -0.289
C 3.6552 -1.1141 0.1395 -0.071
C 1.7375 -0.0536 1.2159 -0.004
C 0.3489 0.0364 1.2928 -0.032
H -0.7316 2.3211 -0.6039 0.114
H -1.9157 3.0811 -1.4588 0.035
H -2.2337 3.0256 0.1888 0.059
H -3.0886 0.8882 -1.5654 0.045
H -4.0036 -1.7788 1.0358 -0.189
H -0.7962 -1.1071 -1.5758 0.078
H 1.8595 -1.8973 -1.5764 0.126
H 4.3086 -0.2742 0.2432 0.069
H 4.0505 -1.7163 1.0240 0.118
H 4.0850 -1.3998 -0.8093 0.076
H 2.3431 0.2376 1.9657 0.083
H -0.2689 0.4585 2.0512 0.097
```

---

(8)
ORCA calculation (ωB97M-V/def2-TZVPD) on C16H20B2NO32S4 as an isolated structure at a distorted geometry.

Values from the calculation:
Spin multiplicity: 1
HOMO level (eV): -7.2
Max |F| (eV Å⁻¹): 6.5
Relative energy (zero: lowest compared OMol25 entry of this formula, charge and spin) (kcal per mole): 106.8
Total charge: -1

XYZ file:
```
75
Properties=species:S:1:pos:R:3:lowdin_charge:R:1
N 10.6560 10.4826 6.9952 0.323
H 10.3363 11.1866 7.6450 0.121
H 10.0616 10.5964 6.1866 0.058
H 10.4884 9.5768 7.4094 0.064
H 11.6477 10.5315 6.8097 0.060
O 18.7753 8.6562 10.1089 0.121
C 18.1687 9.2292 9.2352 -0.459
O 17.0597 8.9431 8.7668 0.258
B 16.6288 9.7717 7.6476 -0.783
O 17.8952 10.5554 7.3873 0.215
C 18.8350 10.2949 8.2641 -0.369
O 19.9040 10.8420 8.4790 0.118
O 16.2031 8.8848 6.5026 0.231
C 14.9233 9.0124 6.2601 -0.372
O 14.3743 8.3090 5.3685 0.109
C 14.3484 9.9369 7.2275 -0.284
O 15.3616 10.3819 8.0805 0.229
O 13.1799 10.2295 7.1623 0.126
O 8.5782 11.3995 5.4441 0.060
C 7.5071 11.4191 4.7816 -0.244
O 7.3682 11.2610 3.4210 0.233
B 5.9523 11.3034 3.1821 -0.945
O 5.2500 11.6203 4.4338 0.260
C 6.1582 11.8014 5.3664 -0.357
O 5.9820 12.1628 6.5499 0.095
O 5.4432 9.9960 2.7823 0.214
C 4.9694 10.0215 1.5466 -0.385
O 4.5646 9.0777 0.9275 0.143
C 5.1254 11.4797 1.0529 -0.365
O 5.6439 12.1561 2.0246 0.252
O 4.9914 11.8541 -0.1252 0.101
C 8.9696 6.9714 2.2670 -0.133
C 8.0374 8.1200 1.9608 -0.226
O 8.5063 9.3516 2.3569 -0.186
S 10.1238 9.2320 2.5736 0.734
O 10.4327 9.9544 3.8328 -0.267
O 10.8764 9.6783 1.4426 -0.225
O 10.1605 7.5899 2.7757 -0.188
H 9.1012 6.4075 1.3435 0.132
H 8.6906 6.4036 3.1546 0.133
H 7.0768 8.0165 2.4654 0.113
H 7.6676 8.3420 0.9598 0.141
C 11.0462 10.2081 10.7913 -0.185
C 12.0663 9.2152 11.4412 -0.093
O 11.7565 7.8789 10.9003 -0.211
S 10.4064 7.9207 9.9060 0.773
O 9.3753 6.9659 10.4124 -0.256
O 10.7537 8.0509 8.4951 -0.252
O 9.9755 9.4078 10.4108 -0.218
H 11.4673 10.7094 9.9198 0.113
H 10.6698 11.0254 11.4065 0.139
H 11.8741 9.0455 12.5006 0.133
H 13.0357 9.5424 11.0653 0.134
C 8.7267 14.6777 7.1491 -0.145
C 9.4959 15.8767 6.5536 -0.225
O 10.8213 15.7350 6.8205 -0.162
S 11.1984 14.5148 7.9283 0.699
O 11.1208 14.8656 9.3329 -0.234
O 12.2274 13.7022 7.3920 -0.200
O 9.7737 13.8856 7.6106 -0.244
H 8.0505 14.0207 6.6022 0.118
H 8.1461 14.8796 8.0492 0.129
H 8.9860 16.7802 6.8882 0.123
H 9.2047 16.0090 5.5116 0.132
C 5.0420 7.5016 7.9572 -0.205
C 6.1083 6.4685 8.2214 -0.156
O 7.0082 6.5235 7.0829 -0.203
S 6.9345 7.9596 6.3101 0.776
O 6.3117 7.7661 4.9731 -0.235
O 8.2525 8.5827 6.4403 -0.232
O 5.7840 8.5525 7.4120 -0.196
H 4.3120 7.7817 8.7166 0.146
H 4.4746 7.1046 7.1154 0.124
H 5.8299 5.4233 8.3559 0.136
H 6.6211 6.7537 9.1400 0.120
```

---

no.,DFT total energy (a.u.)
1,-692.95979
2,-2462.62007
3,-781.03639
4,-351.31585
5,-917.48229
6,-347.56311
7,-1181.42139
8,-4726.92844